DFT (wB97M-V/def2-TZVPD) results for 13 unconnected molecules or ions with the total composition C75H156N6O13 at a distorted geometry.

- Kohn-Sham gap (spin up / spin down) (eV) = 1.833 / 5.968
- energy (Eh) = -4257.4600
- 2S+1 = 2
- net charge = -1
- ⟨S²⟩ = 0.75

Last column: Löwdin spin population.
Geometry (Å):
C1 -8.950 -1.608 1.047  0.000
C2 -9.253 -2.138 -0.356  0.000
C3 -8.781 -1.181 -1.479  0.000
C4 -7.290 -1.032 -1.725  0.001
C5 -6.730 -2.440 -2.037  0.002
C6 -7.172 -3.553 -0.993  0.000
N1 -8.591 -3.414 -0.709  0.000
O1 -9.123 -4.410 0.098  0.000
C7 -6.785 -4.948 -1.613  0.001
C8 -6.323 -3.395 0.314  0.001
C9 -10.732 -2.264 -0.607  0.000
H1 -8.113 -0.911 1.029  0.000
H2 -8.725 -2.402 1.759  0.000
H3 -9.791 -1.093 1.511  0.000
H4 -9.342 -1.501 -2.357  0.000
H5 -9.129 -0.162 -1.309  0.000
H6 -6.763 -0.629 -0.860  0.000
H7 -7.089 -0.347 -2.548  0.000
H8 -5.659 -2.245 -2.086  0.003
H9 -7.148 -2.676 -3.016  0.001
H10 -7.184 -5.679 -0.910  0.000
H11 -7.238 -5.121 -2.589  0.001
H12 -5.725 -5.196 -1.662  0.001
H13 -5.244 -3.433 0.166  0.002
H14 -6.530 -2.425 0.765  0.000
H15 -6.559 -4.191 1.021  0.000
H16 -11.258 -1.326 -0.429  0.000
H17 -11.144 -3.027 0.054  0.000
H18 -10.995 -2.553 -1.624  0.000
H19 -9.716 -4.846 -0.519  0.000
C10 3.796 2.020 7.148  0.000
C11 4.796 1.712 6.050  0.000
C12 5.578 0.486 6.539  0.000
C13 6.398 -0.195 5.458  0.000
C14 5.581 -0.572 4.222  0.000
C15 4.778 0.636 3.612  0.000
N2 4.163 1.399 4.731  0.000
O2 3.302 2.424 4.352  0.000
C16 5.717 1.496 2.696  0.000
C17 3.633 0.146 2.704  0.000
C18 5.812 2.889 5.862  0.000
H20 4.277 2.140 8.119  0.000
H21 3.043 1.243 7.279  0.000
H22 3.324 2.994 7.018  0.000
H23 6.298 0.781 7.302  0.000
H24 4.842 -0.256 6.849  0.000
H25 6.936 -1.063 5.838  0.000
H26 7.168 0.527 5.186  0.000
H27 4.809 -1.286 4.507  0.000
H28 6.345 -0.967 3.553  0.000
H29 6.580 1.805 3.286  0.000
H30 5.929 0.956 1.773  0.000
H31 5.243 2.456 2.488  0.000
H32 2.645 -0.018 3.134  0.000
H33 3.506 0.837 1.870  0.000
H34 3.854 -0.826 2.264  0.000
H35 5.248 3.755 5.514  0.000
H36 6.668 2.730 5.208  0.000
H37 6.110 3.210 6.860  0.000
H38 2.490 2.002 4.642  0.000
C19 -4.124 -1.036 3.377  0.000
C20 -4.576 -2.265 4.212  0.000
C21 -4.133 -3.516 3.450  0.000
C22 -2.735 -4.015 3.687  0.000
C23 -2.465 -4.118 5.182  0.000
C24 -2.784 -2.842 6.025  0.000
N3 -4.107 -2.258 5.632  0.000
O3 -4.336 -1.019 6.242  0.000
C25 -2.728 -3.150 7.510  0.000
C26 -1.660 -1.809 5.676  0.000
C27 -6.103 -2.314 4.122  0.000
H39 -3.067 -1.164 3.145  0.000
H40 -4.222 -0.126 3.968  0.000
H41 -4.759 -0.905 2.501  0.000
H42 -4.863 -4.316 3.570  0.000
H43 -4.107 -3.382 2.369  0.000
H44 -1.963 -3.389 3.240  0.000
H45 -2.497 -4.990 3.261  0.000
H46 -1.390 -4.227 5.319  0.000
H47 -2.959 -4.974 5.642  0.000
H48 -1.733 -3.444 7.844  0.000
H49 -3.008 -2.368 8.216  0.000
H50 -3.463 -3.953 7.556  0.000
H51 -1.842 -0.825 6.109  0.000
H52 -0.690 -2.179 6.007  0.000
H53 -1.467 -1.609 4.622  0.000
H54 -6.684 -3.021 4.714  0.000
H55 -6.417 -2.542 3.103  0.000
H56 -6.487 -1.357 4.475  0.000
H57 -5.272 -1.099 6.442  0.000
C28 4.560 1.859 -3.167  0.000
C29 5.096 2.285 -4.511  0.000
C30 5.347 3.795 -4.636  0.000
C31 6.611 4.279 -3.926  0.000
C32 7.871 3.506 -4.315  0.000
C33 7.676 1.989 -4.366  0.000
N4 6.321 1.599 -4.991  0.000
O4 6.129 0.338 -5.213  0.000
C34 8.792 1.503 -5.387  0.000
C35 7.931 1.414 -2.977  0.000
C36 3.911 2.067 -5.515  0.001
H58 5.118 2.081 -2.258  0.000
H59 4.358 0.788 -3.156  0.000
H60 3.593 2.305 -2.937  0.000
H61 5.425 4.134 -5.669  0.000
H62 4.471 4.369 -4.333  0.000
H63 6.412 4.148 -2.862  0.000
H64 6.812 5.346 -4.024  0.000
H65 8.550 3.716 -3.489  0.000
H66 8.350 3.953 -5.187  0.000
H67 8.519 1.763 -6.410  0.000
H68 9.757 1.908 -5.083  0.000
H69 8.804 0.413 -5.383  0.000
H70 7.202 1.820 -2.277  0.000
H71 7.843 0.328 -2.973  0.000
H72 8.919 1.615 -2.562  0.000
H73 2.897 2.418 -5.324  0.000
H74 3.653 1.015 -5.637  0.000
H75 4.170 2.359 -6.532  0.000
H76 5.843 0.247 -6.125  0.000
C37 -1.039 1.218 1.371  0.000
C38 -0.866 -0.107 0.550  0.000
C39 -2.242 -0.748 0.169  0.003
C40 -2.937 -0.125 -1.031  0.004
C41 -2.056 -0.174 -2.293  0.003
C42 -0.666 0.494 -1.989  0.000
N5 -0.089 0.063 -0.702  0.000
O5 1.182 0.629 -0.420  0.000
C43 0.211 0.125 -3.209  0.002
C44 -0.881 2.062 -2.092  0.000
C45 -0.156 -1.216 1.349  0.001
H77 -1.565 1.002 2.301  0.000
H78 -1.635 1.938 0.810  0.000
H79 -0.135 1.663 1.787  0.000
H80 -2.136 -1.816 -0.024  0.004
H81 -2.941 -0.659 1.001  0.000
H82 -3.261 0.894 -0.820  0.000
H83 -3.890 -0.650 -1.093  0.002
H84 -2.609 0.441 -3.003  0.000
H85 -1.971 -1.198 -2.657  0.005
H86 1.118 0.691 -3.421  0.000
H87 0.457 -0.921 -3.026  0.001
H88 -0.347 0.081 -4.144  0.002
H89 -0.041 2.655 -1.730  0.000
H90 -1.239 2.387 -3.069  0.000
H91 -1.684 2.390 -1.432  0.000
H92 0.099 -2.049 0.694  0.001
H93 -0.746 -1.383 2.251  0.000
H94 0.797 -0.883 1.759  0.000
H95 1.758 -0.119 -0.595  0.000
C46 4.512 -4.439 -3.521  0.001
C47 3.863 -3.090 -3.089  0.000
C48 2.493 -3.244 -2.309  0.002
C49 2.787 -3.456 -0.837  0.000
C50 3.669 -2.367 -0.271  0.000
C51 4.967 -2.042 -1.067  0.000
N6 4.747 -2.059 -2.516  0.000
O6 5.955 -1.665 -3.269  0.000
C52 5.334 -0.576 -0.721  0.000
C53 6.114 -3.011 -0.612  0.000
C54 3.374 -2.397 -4.426  0.001
H96 4.499 -4.682 -4.583  0.000
H97 4.143 -5.279 -2.933  0.000
H98 5.580 -4.515 -3.318  0.000
H99 1.886 -2.340 -2.350  0.001
H100 1.939 -4.132 -2.615  0.002
H101 3.179 -4.448 -0.613  0.000
H102 1.881 -3.490 -0.233  0.001
H103 3.959 -2.672 0.734  0.000
H104 2.998 -1.550 -0.008  0.000
H105 6.237 -0.204 -1.206  0.000
H106 4.511 0.120 -0.887  0.000
H107 5.576 -0.567 0.341  0.000
H108 5.851 -4.068 -0.621  0.000
H109 6.991 -2.811 -1.228  0.000
H110 6.401 -2.838 0.426  0.000
H111 2.949 -1.395 -4.364  0.000
H112 2.691 -2.973 -5.050  0.001
H113 4.201 -2.209 -5.109  0.000
H114 5.753 -0.760 -3.517  0.000
C55 3.334 3.857 -0.654  0.000
C56 2.855 4.449 0.654  0.000
O7 3.599 5.189 1.349  0.000
C57 1.523 3.942 1.268  0.000
H115 4.250 3.294 -0.478  0.000
H116 3.493 4.598 -1.438  0.000
H117 2.575 3.156 -1.003  0.000
H118 1.334 4.207 2.308  0.000
H119 1.601 2.859 1.172  0.000
H120 0.724 4.283 0.609  0.000
C58 2.086 -2.891 3.591  0.000
C59 1.719 -3.088 5.054  0.000
O8 1.463 -4.214 5.427  0.000
C60 1.997 -1.950 5.907  0.000
H121 2.124 -3.748 2.919  0.000
H122 3.122 -2.554 3.610  0.000
H123 1.603 -2.048 3.097  0.000
H124 3.060 -1.718 5.982  0.000
H125 1.644 -2.082 6.930  0.000
H126 1.461 -1.121 5.444  0.000
C61 -3.039 0.978 -7.079  0.004
C62 -3.465 1.275 -5.620  0.002
O9 -3.080 2.272 -4.991  0.001
C63 -4.394 0.239 -4.899  0.003
H127 -2.462 1.764 -7.567  0.000
H128 -3.892 0.791 -7.731  0.000
H129 -2.418 0.085 -7.002  0.002
H130 -3.951 -0.729 -5.133  0.001
H131 -5.415 0.324 -5.272  0.001
H132 -4.386 0.392 -3.820  0.000
C64 -5.486 2.989 -0.637  0.001
C65 -4.552 4.115 -1.073  0.000
O10 -3.620 4.490 -0.379  0.000
C66 -4.808 4.591 -2.483  0.001
H133 -6.441 3.491 -0.481  0.000
H134 -5.274 2.440 0.280  0.000
H135 -5.727 2.263 -1.413  0.000
H136 -5.607 3.959 -2.871  0.000
H137 -3.920 4.371 -3.076  0.000
H138 -5.111 5.633 -2.590  0.000
C67 -1.059 5.512 -3.464  0.000
C68 0.313 6.088 -3.816  0.000
O11 0.353 7.028 -4.616  0.000
C69 1.555 5.521 -3.139  0.000
H139 -1.514 4.848 -4.200  0.000
H140 -1.750 6.339 -3.300  0.000
H141 -0.911 4.859 -2.604  0.000
H142 2.474 5.524 -3.726  0.000
H143 1.336 4.487 -2.873  0.000
H144 1.848 6.066 -2.241  0.000
C70 -0.582 -3.485 -4.459  0.069
C71 -2.054 -3.157 -4.681  0.392
O12 -2.386 -2.473 -5.687  0.297
C72 -3.106 -3.594 -3.669  0.073
H145 -0.200 -3.166 -3.490  0.012
H146 -0.030 -2.804 -5.106  0.003
H147 -0.326 -4.477 -4.833  0.028
H148 -4.092 -3.563 -4.132  0.005
H149 -3.110 -3.022 -2.741  0.027
H150 -2.782 -4.621 -3.496  0.014
C73 -3.616 5.754 4.578  0.000
C74 -3.453 4.257 4.469  0.000
O13 -4.038 3.520 5.264  0.000
C75 -2.612 3.680 3.313  0.000
H151 -3.364 6.200 3.616  0.000
H152 -3.013 6.152 5.394  0.000
H153 -4.661 6.024 4.733  0.000
H154 -1.582 4.024 3.230  0.000
H155 -3.070 3.721 2.325  0.000
H156 -2.698 2.614 3.528  0.000